Below is a structure of composition C3H5N3 in a non-equilibrium geometry, with properties calculated with ωB97M-V with the def2-TZVPD basis set.

The geometry in XYZ format:
```
11
Properties=species:S:1:pos:R:3:forces:R:3:lowdin_charge:R:1
N -0.494 -1.916 -0.210 -0.424 0.137 -0.049 -0.0736
C 0.240 0.243 0.056 -0.413 -0.278 -0.049 -0.4483
C -1.658 -1.510 -0.101 0.227 -1.341 -0.206 0.0111
N 1.377 1.077 0.114 -0.282 0.060 -0.077 0.0901
N 0.561 -1.080 -0.215 0.046 0.133 0.027 -0.0091
H 1.171 2.054 0.269 -0.150 -0.183 0.051 0.0859
H -2.116 -0.410 0.241 1.552 1.635 0.114 0.0273
H 1.455 -1.486 0.014 -0.087 0.110 0.009 0.1438
H -1.439 1.525 0.325 -0.140 -0.198 -0.048 0.0606
C -1.076 0.508 0.208 -0.111 0.052 0.064 0.0208
H 1.980 0.995 -0.701 -0.219 -0.125 0.164 0.0914
```
Positions in Å, forces in eV/Å.

Calculated values
Highest occupied orbital energy in eV: -8.89
Energy relative to the best compared isomer or geometry (same formula, charge and spin) in kcal per mole: 113.63
DFT total energy in Ha: -281.4090

***

Below is a cluster of 2 separate species, C24H26N2O6 in total in a non-equilibrium geometry, with properties calculated with ωB97M-V with the def2-TZVPD basis set.

The geometry in XYZ format:
```
58
Properties=species:S:1:pos:R:3:forces:R:3:lowdin_charge:R:1
H -0.763 4.292 -1.810 0.268 -0.843 0.368 0.1286
O 2.489 -0.712 4.543 -0.134 0.022 -0.316 0.0389
C -5.235 1.341 -0.967 -1.388 -0.665 0.724 -0.1196
H 0.990 -3.189 4.025 -0.053 0.034 -0.128 0.1351
C 2.176 -1.306 5.812 0.061 -0.042 0.413 -0.1573
H -5.818 2.207 -1.378 1.144 -0.432 0.493 0.1259
H 2.941 3.072 -1.151 -1.036 0.151 -0.617 0.1222
C 2.212 3.504 -3.181 0.581 1.216 -0.539 -0.4646
C 3.538 -1.997 0.771 0.795 0.039 -1.429 -0.0777
N -3.887 1.707 -0.505 -2.285 -0.065 -0.530 0.0065
C 1.603 -3.508 -2.335 0.227 2.317 0.604 -0.0841
H 4.554 -2.399 0.479 -1.018 0.252 0.316 0.0914
H 1.903 4.515 -1.299 0.110 -1.014 -0.617 0.1357
H -6.004 0.493 -2.834 0.877 -0.234 0.724 0.1129
O 2.618 4.544 -3.658 -0.112 -0.650 0.319 0.0781
H 3.062 1.124 -0.882 -0.656 -0.377 0.644 0.1096
C 1.241 -1.019 -2.301 0.419 -0.656 0.443 -0.0453
H -4.295 -0.039 -2.529 -0.562 0.662 0.470 0.1160
C 0.831 1.341 -0.577 -0.867 0.768 -0.029 -0.1191
C 2.418 -3.335 -1.138 -1.010 1.158 -0.938 -0.0513
H -5.834 0.985 -0.078 0.611 0.252 -0.924 0.1305
H 3.713 -0.939 1.074 -0.228 -1.122 0.110 0.0644
H 2.557 2.642 -4.809 -0.530 0.068 0.235 0.1272
C -5.276 0.178 -2.030 -0.631 -0.336 -0.482 -0.2396
N -5.845 -1.084 -1.469 0.386 0.182 -0.245 -0.0264
H 0.373 -2.323 -3.846 0.701 -0.199 0.859 0.0939
C -0.619 3.289 -1.353 0.042 -1.760 1.032 0.0575
H -6.266 -1.639 -2.215 0.147 0.291 0.218 0.0583
O 1.758 -0.953 2.423 -0.233 0.530 0.681 0.0824
H 0.759 -0.123 -2.769 0.528 -0.915 0.486 0.1076
C -1.636 1.237 -0.258 1.043 0.674 -0.266 -0.0302
H 0.055 -0.977 5.893 0.058 -0.047 0.012 0.1219
H 2.868 -4.244 -0.674 -0.345 0.913 -0.366 0.1025
C -0.358 0.596 -0.092 -0.491 2.612 -0.890 0.0592
C -3.299 2.917 -0.945 2.882 -1.439 0.555 -0.3469
O 2.011 2.434 -4.025 0.371 0.215 1.500 0.0812
C 2.026 -0.818 -1.080 0.349 -2.476 -0.626 -0.1457
C 0.721 2.683 -1.182 -1.333 -1.696 0.778 -0.1200
H 2.879 -2.122 5.997 -0.009 0.031 -0.045 0.1282
C 1.663 -1.214 3.590 -0.117 -0.202 -0.446 -0.4572
H 3.128 -2.630 1.588 0.332 0.642 -0.653 0.0753
H -0.332 -1.998 3.806 0.156 -0.165 -0.268 0.1304
O -3.406 -0.196 0.815 -0.318 0.180 -0.622 0.1275
C 1.018 -2.307 -2.937 1.154 0.322 2.030 -0.0840
C -3.081 0.733 0.130 2.532 2.000 -1.122 -0.3458
H 2.284 -0.562 6.600 0.159 0.068 -0.193 0.1265
H -0.262 -0.402 0.386 0.004 0.879 -0.446 0.1306
H 0.511 -2.619 6.354 0.083 0.055 0.000 0.1185
H 2.329 0.419 0.699 0.249 0.357 -0.957 0.0906
C 0.748 -1.795 5.680 -0.324 -0.173 0.230 -0.1596
C 2.209 0.596 -0.396 -1.796 -0.923 -0.849 -0.0788
C 1.998 3.446 -1.637 -0.890 -0.191 0.030 -0.0467
O -3.822 3.953 -1.245 -0.219 -0.682 -0.122 0.1266
C -1.771 2.558 -0.891 1.405 -0.753 0.352 -0.0423
C 2.643 -2.028 -0.504 -0.981 -0.286 -1.118 -0.1830
C 0.666 -2.162 4.209 -0.201 0.204 0.439 -0.0687
H 1.419 -4.498 -2.816 0.319 0.931 0.678 0.0936
H -5.105 -1.669 -1.076 -0.228 0.317 0.038 0.0587
```
Positions in Å, forces in eV/Å.

Calculated values
Highest occupied orbital energy in eV: -8.56
Energy relative to the best compared isomer or geometry (same formula, charge and spin) in kcal per mole: 74.42
DFT total energy in Ha: -1491.0639
Structure (SMILES): Cc1ccccc1Cc1cc2c(cc1CC(=O)O)C(=O)N(CCN)C2=O.O=C1CCCO1

***

Below is an isolated molecule of C7H11N in a non-equilibrium geometry, with properties calculated with ωB97M-V with the def2-TZVPD basis set.

The geometry in XYZ format:
```
19
Properties=species:S:1:pos:R:3:forces:R:3:lowdin_charge:R:1
C -1.805 -0.144 -0.424 1.684 2.114 0.924 -0.1901
N 1.840 0.973 -0.763 -0.114 1.105 -1.051 0.0609
H -2.681 0.388 -0.217 -1.714 0.335 0.814 0.1085
H 0.241 2.437 0.829 0.211 2.110 0.009 0.0748
C -1.168 -1.044 0.591 -0.562 -2.104 -0.607 -0.1382
H -0.904 1.275 -1.516 1.209 1.104 0.337 0.1421
H 1.692 1.998 -0.626 0.956 -0.940 -0.728 0.0720
H -1.408 -0.850 1.680 -0.243 -0.596 -1.466 0.1397
H 0.929 -2.930 0.506 -1.893 -2.728 0.477 0.0096
C -0.246 1.537 0.698 -1.418 -3.108 0.137 0.0093
C 0.675 0.496 -0.026 -2.756 -0.680 -0.833 -0.3889
C -0.737 0.851 -0.520 0.823 4.215 -2.930 -0.3087
H 2.215 -1.964 0.349 2.419 1.114 -0.555 0.0216
H -1.820 -0.325 -1.470 -0.635 -2.261 -0.697 0.1133
H -1.007 1.149 1.448 2.019 0.951 0.099 0.1318
H -1.578 -1.952 0.081 0.974 -0.666 2.049 0.1317
H 1.961 0.797 -1.871 -1.168 0.169 3.543 0.1483
C 0.341 -0.869 0.371 2.481 -4.309 0.130 -0.2219
C 1.187 -1.967 0.335 -2.271 4.177 0.350 0.0840
```
Positions in Å, forces in eV/Å.

Calculated values
Highest occupied orbital energy in eV: -8.13
Energy relative to the best compared isomer or geometry (same formula, charge and spin) in kcal per mole: 109.13
DFT total energy in Ha: -327.9141
Structure (SMILES): C=C1CC[C@H]2C[C@@]12N

***

Below is the ion C6H12N5S with charge +1 in a non-equilibrium geometry, with properties calculated with ωB97M-V with the def2-TZVPD basis set.

The geometry in XYZ format:
```
24
Properties=species:S:1:pos:R:3:forces:R:3:lowdin_charge:R:1
C -0.522 2.111 1.231 0.163 0.411 0.648 0.0069
N -0.791 1.484 -0.058 -0.164 0.135 -0.206 -0.1175
C 2.926 -1.681 0.053 -0.295 0.004 -0.127 -0.3909
H 3.380 -1.599 -0.931 0.093 -0.080 -0.008 0.0428
H -0.087 1.549 -2.020 0.133 -0.157 0.176 0.1541
H 0.344 1.657 1.715 -0.053 -0.035 -0.007 0.0688
H -3.726 0.164 0.086 -0.057 0.312 0.154 0.1335
N -0.252 -0.885 -0.819 -3.829 0.599 -0.958 -0.0698
C -1.681 0.535 -0.154 1.187 -1.562 -0.635 -0.0023
H 2.207 -2.492 0.114 0.039 -0.017 0.020 0.0313
C -2.716 -0.214 0.036 -0.404 0.012 -0.110 0.0050
N -1.329 -2.200 0.604 -0.528 -0.906 0.763 0.0058
H -2.743 -2.114 -0.910 -0.057 0.030 -0.024 0.1377
H 1.080 2.084 -0.752 -0.090 -0.109 -0.085 0.1321
C -2.587 -1.734 0.106 -0.064 0.443 -0.565 -0.1765
H 3.707 -1.832 0.797 0.090 0.064 0.050 0.0526
C 0.273 1.393 -0.998 -0.184 0.580 -0.468 -0.1046
H -3.362 -2.135 0.761 0.049 0.094 -0.156 0.1217
H -1.391 1.998 1.875 0.027 -0.011 -0.078 0.1107
N 0.796 -0.050 -0.931 2.631 0.029 1.870 -0.2611
N -0.272 -1.746 0.195 2.393 -0.025 0.670 -0.0578
H -0.335 3.171 1.071 -0.024 -0.020 0.041 0.1077
S 2.144 -0.133 0.510 -0.836 0.173 -1.026 0.9157
H 1.352 -0.236 -1.773 -0.218 0.037 0.061 0.1542
```
Positions in Å, forces in eV/Å.

Calculated values
Highest occupied orbital energy in eV: -12.36
Charge: +1
Energy relative to the best compared isomer or geometry (same formula, charge and spin) in kcal per mole: 93.89
DFT total energy in Ha: -907.3293

***

Below is a structure of composition C2H3NOS2 in a non-equilibrium geometry, with properties calculated with ωB97M-V with the def2-TZVPD basis set.

The geometry in XYZ format:
```
9
Properties=species:S:1:pos:R:3:forces:R:3:lowdin_charge:R:1
N -1.790 0.771 -0.030 -2.813 1.646 -0.008 -0.2957
S -0.539 1.490 0.699 1.695 0.156 0.470 0.8977
H -2.136 -1.249 -0.598 -1.762 0.158 -0.587 0.1353
H 1.196 -0.065 1.259 -1.005 -1.415 -0.034 0.0657
S 1.800 0.390 -0.985 -1.858 0.251 -0.430 0.6478
H 2.954 0.098 -0.456 0.710 -0.496 0.879 -0.2103
C 0.482 -0.029 0.417 3.183 2.712 -0.893 -0.7940
C -1.596 -0.413 -0.237 0.596 -3.292 -1.241 -0.3409
O -0.371 -0.993 -0.067 1.254 0.279 1.843 -0.1056
```
Positions in Å, forces in eV/Å.

Calculated values
Highest occupied orbital energy in eV: -8.63
Energy relative to the best compared isomer or geometry (same formula, charge and spin) in kcal per mole: 49.72
DFT total energy in Ha: -1004.3083

***

Below is a cluster of 2 separate species, ClH2NO2S in total in a non-equilibrium geometry, with properties calculated with ωB97M-V with the def2-TZVPD basis set.

The geometry in XYZ format:
```
7
Properties=species:S:1:pos:R:3:forces:R:3:lowdin_charge:R:1
N -1.045 -0.194 0.095 -1.266 -1.347 -0.650 -0.1500
O 0.411 0.953 -0.523 -0.928 1.232 -1.222 -0.7087
S 1.589 0.851 0.371 0.185 0.300 1.198 0.4543
H -0.901 -1.071 -0.545 -0.548 2.521 0.605 0.1806
H -1.687 0.664 -0.213 1.482 -2.475 0.886 0.1985
Cl 2.491 -0.695 -0.476 1.175 -1.245 -0.302 0.1548
O -0.858 -0.509 1.291 -0.100 1.013 -0.516 -0.1296
```
Positions in Å, forces in eV/Å.

Calculated values
Highest occupied orbital energy (spin up / spin down) in eV: -8.54 / -8.36
Energy relative to the best compared isomer or geometry (same formula, charge and spin) in kcal per mole: 81.71
DFT total energy in Ha: -1064.6622

***

Below is a cluster of 3 separate species, CH10NO2 in total in a non-equilibrium geometry, with properties calculated with ωB97M-V with the def2-TZVPD basis set.

The geometry in XYZ format:
```
14
Properties=species:S:1:pos:R:3:forces:R:3:lowdin_charge:R:1
O 1.985 1.458 -1.398 -0.396 -0.110 -1.283 -0.1361
C -0.289 1.046 1.400 -0.125 -0.593 -0.428 -0.1335
H -0.895 0.540 2.147 0.235 0.181 0.365 0.0610
O -2.208 -2.180 -0.437 -0.257 0.125 0.139 -0.1443
H -2.957 -2.627 -0.015 0.216 0.099 -0.081 0.0296
N 0.420 -0.049 0.657 -0.368 -1.444 -0.659 -0.0200
H -0.986 1.493 0.698 0.171 0.225 -0.055 0.0741
H 0.917 0.204 -0.215 0.058 0.564 0.197 0.0485
H 2.252 1.366 -2.338 -0.443 -0.018 0.659 0.0562
H -1.609 -2.883 -0.701 0.148 -0.126 -0.015 0.0120
H 2.819 1.576 -0.961 0.810 0.095 0.673 0.0120
H -0.300 -0.729 0.337 -0.104 0.165 -0.092 0.0609
H 0.409 1.768 1.794 0.083 0.008 0.156 0.0619
H 1.074 -0.761 1.150 -0.025 0.829 0.424 0.0176
```
Positions in Å, forces in eV/Å.

Calculated values
Highest occupied orbital energy (spin up / spin down) in eV: -3.15 / -11.65
Multiplicity: 2
Energy relative to the best compared isomer or geometry (same formula, charge and spin) in kcal per mole: 7.83
DFT total energy in Ha: -249.2009